1.
Formula: C34H57N4OP2Sr
Source: the OMol25 dataset
Level of theory: ωB97M-V/def2-TZVPD

As for the energy above the lowest of the compared OMol25 structures with the same formula, charge and spin: 866.4 kJ/mol. As for the charge: +1. As for the HOMO energy (alpha / beta): -7.10 / -6.91 eV. Its gap between HOMO and LUMO (alpha / beta) is 4.597 / 4.393 eV. As for the total energy: -63592.4450 eV.

Cartesian coordinates (Å):
1 C -2.1726 1.5739 -1.8017
2 C -1.6304 -0.7133 -1.7752
3 C -2.8674 1.3815 -2.9751
4 C -2.5499 -0.9562 -2.8176
5 C -3.1182 0.1270 -3.4789
6 H -3.2279 2.2889 -3.5168
7 H -2.7937 -2.0051 -3.0641
8 H -3.7450 -0.0513 -4.3700
9 N -1.6076 0.5215 -1.1475
10 P -1.1090 3.2059 0.3647
11 P 0.0645 -3.1502 -0.4019
12 C -1.9366 2.9803 -1.2910
13 H -1.3114 3.4998 -2.0323
14 H -2.9023 3.5011 -1.2978
15 C -0.8854 -1.9133 -1.3324
16 H -1.7454 -2.5934 -1.0009
17 C 0.2634 -4.6395 -1.5210
18 C -0.2152 -3.4732 1.3960
19 C 0.4736 4.3004 0.0322
20 C -2.4931 4.0778 1.2999
21 C 1.7700 -4.6475 -1.8183
22 H 2.3427 -4.7549 -0.8799
23 H 2.0012 -5.5160 -2.4579
24 H 2.1146 -3.7318 -2.3235
25 C -0.1073 -5.9641 -0.8335
26 H 0.4032 -6.1043 0.1253
27 H -1.1923 -6.0490 -0.6948
28 H 0.2049 -6.7808 -1.5024
29 C -0.6155 -4.5637 -2.7986
30 H -0.1273 -5.1379 -3.6015
31 H -1.6032 -5.0168 -2.6174
32 H -0.8076 -3.5490 -3.1672
33 C 1.1333 -4.0837 1.8401
34 H 1.9483 -3.3447 1.7219
35 H 1.0548 -4.3657 2.9009
36 H 1.4036 -4.9831 1.2602
37 C -0.4733 -2.1565 2.1747
38 H 0.4347 -1.5198 2.2041
39 H -1.3621 -1.6114 1.7916
40 H -0.6872 -2.4251 3.2210
41 C -1.4213 -4.4046 1.6326
42 H -1.2782 -5.4106 1.2218
43 H -1.5551 -4.5038 2.7195
44 H -2.3525 -3.9861 1.2132
45 C -2.0012 4.4375 2.7140
46 H -2.8216 4.9601 3.2294
47 H -1.7548 3.5421 3.3001
48 H -1.1294 5.1065 2.7087
49 C -3.6545 3.0733 1.4190
50 H -4.0618 2.7865 0.4417
51 H -3.3536 2.1681 1.9625
52 H -4.4591 3.5578 1.9906
53 C -2.9920 5.3455 0.5884
54 H -3.8663 5.7164 1.1461
55 H -2.2453 6.1475 0.5848
56 H -3.3164 5.1660 -0.4445
57 C 1.0223 4.0621 -1.3847
58 H 0.3757 4.4915 -2.1622
59 H 1.9985 4.5659 -1.4684
60 H 1.1866 2.9991 -1.6140
61 C 1.5468 3.8983 1.0714
62 H 1.9714 2.8941 0.8915
63 H 2.3854 4.6092 1.0007
64 H 1.1708 3.9344 2.1052
65 C 0.1666 5.7933 0.1878
66 H -0.5686 6.1439 -0.5492
67 H -0.1676 6.0523 1.2019
68 H 1.0960 6.3589 0.0061
69 Sr 0.1087 0.5013 0.9062
70 C -1.7073 0.8381 3.2107
71 O -2.3516 0.9352 4.1456
72 N 1.0329 -1.5297 -0.2369
73 C 0.4770 -1.5836 -1.4580
74 C 1.2654 -1.1163 -2.7639
75 C 0.7901 -1.8947 -3.9769
76 C 1.0025 0.3699 -2.9068
77 C 2.7717 -1.2374 -2.6154
78 H 1.1085 -2.9454 -3.9190
79 H -0.2977 -1.8296 -4.1353
80 H 1.2928 -1.4657 -4.8515
81 H 1.3980 0.8915 -2.0163
82 H 1.5754 0.7256 -3.7678
83 H -0.0532 0.6204 -3.0588
84 H 3.1826 -0.7898 -3.5135
85 H 3.1464 -0.6690 -1.7683
86 H 3.1698 -2.2456 -2.5684
87 N 3.4877 -1.2257 1.6740
88 C 3.1700 -0.4149 2.7316
89 C 4.0914 -0.2375 3.8197
90 C 3.6827 0.5832 4.8553
91 C 2.4647 1.1664 4.8364
92 C 1.6072 0.9596 3.7729
93 N 1.9622 0.1889 2.7049
94 H 2.8399 -1.2931 0.8704
95 H 4.3717 -1.6736 1.6459
96 H 5.0518 -0.7566 3.7560
97 H 4.4029 0.7505 5.7197
98 H 2.1090 1.8281 5.6638
99 H 0.5997 1.3876 3.7162

2.
Formula: C34H57N8O2PTi
Source: the OMol25 dataset
Level of theory: ωB97M-V/def2-TZVPD

As for the energy above the lowest of the compared OMol25 structures with the same formula, charge and spin: 733.4 kJ/mol. As for the charge: +3. As for the HOMO energy (alpha / beta): -13.95 / -15.30 eV. Its gap between HOMO and LUMO (alpha / beta) is 5.265 / 6.529 eV. As for the total energy: -84578.3816 eV. The spin multiplicity is 2.

Cartesian coordinates (Å):
1 Ti 0.8479 -0.3971 -0.2265
2 C 4.0817 -0.8012 0.2300
3 C 3.5565 -0.2693 1.5569
4 N 2.6940 0.9365 1.3132
5 C 1.5884 1.0097 2.3272
6 C 0.4329 0.1493 1.8432
7 C -0.9851 0.5247 2.2100
8 C -1.9234 -1.4657 3.3787
9 C -1.3295 -2.3390 2.5375
10 C -0.2035 -2.1501 1.6794
11 C 0.0709 -3.2505 0.6769
12 N 0.5272 -2.6285 -0.5786
13 C 1.6797 -3.3384 -1.1422
14 C 2.9275 -2.8632 -0.4064
15 N 2.9669 -1.4024 -0.5163
16 N 0.6857 -1.1701 1.5928
17 H 4.8676 -1.5364 0.4340
18 H 4.5372 0.0130 -0.3421
19 H 4.3679 0.0008 2.2354
20 H 2.9331 -1.0485 2.0069
21 H 3.2962 1.7706 1.4093
22 H 1.2596 2.0504 2.3916
23 H 2.0056 0.6987 3.2924
24 H -1.0638 1.6184 2.2906
25 H -2.7982 -1.7875 3.9230
26 H -1.7661 -3.3276 2.4662
27 H -0.8180 -3.8677 0.5165
28 H 0.8476 -3.9150 1.0706
29 H -0.2324 -2.6723 -1.2613
30 H 1.7579 -3.1083 -2.2072
31 H 1.5707 -4.4239 -1.0485
32 H 3.8235 -3.3366 -0.8292
33 H 2.8761 -3.1396 0.6513
34 H 3.0939 -1.1826 -1.5054
35 C -4.8266 0.2286 -0.8440
36 C -4.2673 -0.7149 0.2431
37 C -3.8024 -2.1069 -0.2042
38 C -3.2984 0.0004 1.1913
39 C -3.9921 0.6253 2.2187
40 C -3.6109 1.1482 3.4770
41 C -2.5045 0.8123 4.1631
42 C -1.4361 -0.0761 3.6115
43 C -0.2924 -0.2187 4.6685
44 C -0.7616 -1.0931 5.8360
45 C 0.2040 1.1116 5.2368
46 C -1.8904 0.0642 1.0459
47 N -1.1703 -0.1991 -0.0765
48 C -1.6231 -0.3585 -1.3122
49 C -0.7303 -0.4518 -2.3852
50 C -1.1027 -0.6119 -3.7343
51 C 0.0589 -0.5339 -4.4682
52 C 1.1215 -0.3113 -3.5662
53 N 0.6519 -0.2793 -2.2806
54 C 2.5530 -0.1971 -4.0492
55 C 3.0877 -1.6189 -4.2947
56 C 3.4650 0.5630 -3.0653
57 C 2.6108 0.5125 -5.4142
58 H -5.3400 -0.3407 -1.6153
59 H -4.0802 0.8678 -1.3126
60 H -5.5611 0.8905 -0.3871
61 H -5.1424 -0.9530 0.8587
62 H -2.8377 -2.1476 -0.7046
63 H -4.5499 -2.5242 -0.8743
64 H -3.7486 -2.7446 0.6765
65 H -5.0607 0.6908 2.0496
66 H -4.3597 1.7429 3.9808
67 H -2.3956 1.1603 5.1735
68 H 0.5350 -0.7446 4.1855
69 H -1.6682 -0.6980 6.2849
70 H 0.0086 -1.1281 6.6012
71 H -0.9594 -2.1119 5.5174
72 H -0.4260 1.4298 6.0633
73 H 0.2216 1.9072 4.4970
74 H 1.2085 0.9799 5.6354
75 H -2.6658 -0.2956 -1.5813
76 H -2.0973 -0.7734 -4.0962
77 H 0.1312 -0.6492 -5.5298
78 H 3.1885 -2.1844 -3.3721
79 H 4.0625 -1.5541 -4.7690
80 H 2.4261 -2.1690 -4.9589
81 H 4.3409 -0.0381 -2.8319
82 H 2.9363 0.8344 -2.1482
83 H 3.8410 1.4711 -3.5324
84 H 2.0148 -0.0024 -6.1593
85 H 3.6408 0.4992 -5.7622
86 H 2.2850 1.5512 -5.3705
87 N 0.2810 2.7461 -3.4299
88 C 0.8313 3.2429 -2.1565
89 P -0.3197 2.3843 -0.8336
90 O -1.5823 2.3612 -1.7154
91 O 2.1652 0.9639 0.0490
92 C -0.8367 3.9830 0.1657
93 N -2.0115 4.5232 -0.5299
94 H 0.7178 1.8609 -3.7427
95 H 0.2963 3.4246 -4.1943
96 H -0.7255 2.5036 -3.1590
97 H 0.7731 4.3305 -2.1284
98 H 1.8642 2.9360 -2.0174
99 H -0.0256 4.7008 0.2349
100 H -1.1284 3.6663 1.1660
101 H -2.2081 3.7171 -1.2526
102 H -1.8278 5.4037 -1.0115
103 H -2.8318 4.6452 0.0670

3.
Formula: C34H59BBr3F4MgN7NaO13S3
Source: the OMol25 dataset
Level of theory: ωB97M-V/def2-TZVPD

As for the charge: +1. As for the HOMO energy: -6.26 eV. Its gap between HOMO and LUMO is 0.807 eV. As for the total energy: -337263.9885 eV.

Cartesian coordinates (Å):
1 C 3.2631 -0.0640 4.8611
2 C 4.0428 0.1097 3.3908
3 C 3.5251 1.5402 2.7573
4 O 2.3531 1.2469 1.9344
5 C 2.5442 1.5170 0.5061
6 C 3.9156 1.0727 -0.2682
7 C 3.8418 -0.3688 -1.0558
8 S 4.0142 -1.8773 0.0404
9 C 2.6658 -3.1210 -0.4906
10 N 2.3918 -3.7076 -1.8617
11 N 1.3119 -4.5886 -1.6496
12 C 0.7737 -4.7077 -0.2251
13 O 1.6728 -3.7407 0.4428
14 C 1.0939 0.9245 -0.0879
15 O 0.8262 -0.5149 0.0193
16 C -0.0475 -0.7764 1.2090
17 N -0.3779 -1.0087 2.4631
18 C 0.5954 1.7709 -1.4050
19 C -1.0032 2.2630 -1.4138
20 C -2.0627 1.0324 -1.6362
21 C -3.5573 1.2876 -0.9811
22 S -3.5193 1.4399 0.9039
23 C -5.2581 1.9257 1.3931
24 S -6.2366 0.6628 2.0685
25 N -5.9011 3.2792 1.2925
26 C -5.6282 4.0043 0.0055
27 C -4.1655 4.7251 -0.1204
28 C -5.7779 4.1249 2.5253
29 C -4.3043 4.1764 3.2296
30 C 1.1867 1.4044 -2.8919
31 C 0.5458 0.0559 -3.5776
32 O 0.4376 -1.1428 -2.9984
33 O -0.0113 0.1990 -4.9467
34 C 1.4026 3.1751 -0.9856
35 N 2.3804 2.9671 -0.0033
36 O 3.2402 3.8387 0.5447
37 C 3.5387 4.9851 -0.3137
38 C 2.4874 6.2203 0.0482
39 O 2.1256 5.9973 1.4878
40 C 1.0654 6.9244 1.9104
41 C -0.2940 5.9961 2.1401
42 H 2.2124 0.4769 4.8759
43 H 3.9325 0.4339 5.6852
44 H 3.0703 -1.2216 5.0779
45 H 5.2052 0.0074 3.4827
46 H 3.5592 -0.7366 2.7005
47 H 3.1414 2.1830 3.6873
48 H 4.3602 2.1827 2.2501
49 H 4.8838 1.0469 0.3880
50 H 4.1269 1.8875 -1.1155
51 H 2.8977 -0.4811 -1.7393
52 H 4.7798 -0.3830 -1.7941
53 H -0.0975 -5.3674 0.1938
54 H 0.3583 1.3569 0.7479
55 H -1.3025 2.8531 -0.4462
56 H -1.1700 3.0124 -2.3268
57 H -1.6318 -0.0110 -1.2841
58 H -2.2435 0.9467 -2.8125
59 H -4.0473 2.2081 -1.5150
60 H -4.2124 0.3326 -1.2671
61 H -6.4444 4.8700 -0.0930
62 H -5.8726 3.2495 -0.8769
63 H -3.3298 4.3020 0.5796
64 H -4.2271 5.8976 -0.0028
65 H -3.7798 4.5407 -1.2351
66 H -6.5834 3.7264 3.3067
67 H -6.1330 5.2228 2.2443
68 H -4.4655 4.6657 4.3070
69 H -3.7968 3.1415 3.4266
70 H -3.6394 4.9457 2.6375
71 H 2.3521 1.3508 -2.7958
72 H 0.9540 2.3280 -3.6022
73 H 0.7522 0.4047 -5.5619
74 H 1.1379 4.1780 -1.5281
75 H 3.6350 4.7625 -1.4559
76 H 4.6084 5.3916 0.0279
77 H 1.4725 6.1051 -0.5654
78 H 2.9670 7.2821 -0.0599
79 H 1.3662 7.3000 2.9997
80 H 0.9165 7.7919 1.1402
81 H -0.0292 4.8605 2.3882
82 H -0.9504 6.4076 3.0263
83 H -0.9361 6.0861 1.1592
84 C -1.3534 -5.7750 3.2637
85 C 0.0787 -5.6893 3.6815
86 O 0.0226 -5.8959 5.0802
87 C -1.1295 -6.5828 5.3340
88 O -1.4141 -7.0756 6.4128
89 O -1.9206 -6.6469 4.2234
90 H -1.4694 -6.1806 2.2549
91 H -1.8639 -4.8078 3.3195
92 H 0.6932 -6.4765 3.2321
93 H 0.5222 -4.7169 3.4505
94 C 4.2692 -3.6465 -3.9922
95 O 4.6851 -3.6466 -5.3564
96 C 5.5193 -4.6650 -5.6857
97 O 5.9181 -5.5379 -4.9308
98 O 5.8329 -4.5437 -7.0003
99 C 6.7110 -5.5554 -7.4898
100 H 3.6061 -2.7902 -3.8411
101 H 3.7114 -4.5592 -3.7587
102 H 5.1308 -3.5365 -3.3258
103 H 6.2509 -6.5443 -7.3961
104 H 7.6703 -5.5217 -6.9633
105 H 6.8938 -5.3602 -8.5501
106 B 0.4166 -9.8618 4.3377
107 F 0.0142 -8.9732 3.2596
108 F 1.1216 -11.0066 3.7845
109 F 1.2932 -9.1483 5.2522
110 F -0.7628 -10.3190 5.0545
111 N -3.1834 -4.9254 0.3423
112 H -2.5554 -4.1638 0.6248
113 H -3.5807 -4.7167 -0.5813
114 H -2.6559 -5.8051 0.2970
115 H -3.9418 -5.0160 1.0285
116 Br 6.1166 -2.2776 -6.9882
117 Na 5.5166 -7.7448 -6.7994
118 C -7.2493 3.8854 -4.3432
119 C -7.6337 4.6364 -3.0787
120 N -7.9524 5.2592 -2.0298
121 H -6.1715 3.7015 -4.3546
122 H -7.7744 2.9271 -4.3818
123 H -7.5193 4.4752 -5.2236
124 Br -3.0524 -7.4215 7.5193
125 Mg -6.9524 2.1446 4.0064
126 Br -8.7524 7.3190 -2.2048

4.
Formula: C34H59BrNP3Zn
Source: the OMol25 dataset
Level of theory: ωB97M-V/def2-TZVPD

As for the energy above the lowest of the compared OMol25 structures with the same formula, charge and spin: 151.4 kJ/mol. As for the charge: +2. As for the HOMO energy (alpha / beta): -12.76 / -11.21 eV. Its gap between HOMO and LUMO (alpha / beta) is 2.887 / 2.544 eV. As for the total energy: -184014.4465 eV.

Cartesian coordinates (Å):
1 C -0.6171 6.6370 -4.6649
2 C -0.8106 5.2638 -4.9200
3 C -1.1036 4.8814 -6.2447
4 C -1.2066 5.8708 -7.2299
5 N -1.0296 7.1611 -6.9620
6 C -0.7412 7.5465 -5.7224
7 C -0.7113 4.2839 -3.8726
8 C -0.6356 3.4323 -2.9998
9 C -0.4745 2.4659 -1.9768
10 C 0.6556 2.5805 -1.1497
11 C 0.8595 1.6347 -0.1456
12 C -0.0867 0.6288 0.0049
13 C -1.2217 0.4881 -0.7869
14 C -1.4103 1.4293 -1.8068
15 Zn 0.2130 -0.6384 1.4606
16 P 2.0998 -1.7000 0.5188
17 H -1.2517 3.8379 -6.5157
18 H -0.3745 7.0043 -3.6695
19 H -1.4392 5.6021 -8.2598
20 H -0.6028 8.6140 -5.5532
21 H -2.2757 1.3619 -2.4701
22 H 1.3658 3.4004 -1.2946
23 H -1.9314 -0.3251 -0.6177
24 H 1.7405 1.7076 0.5035
25 C 2.4463 -3.3482 1.2528
26 C 3.3654 -4.2872 0.4746
27 H 1.4496 -3.7987 1.3882
28 H 2.8492 -3.1640 2.2616
29 H 3.5772 -5.1732 1.0869
30 H 2.8995 -4.6413 -0.4511
31 H 4.3301 -3.8260 0.2372
32 C 1.8840 -1.9481 -1.2898
33 C 2.8965 -1.2718 -2.2121
34 H 0.8777 -1.5564 -1.5054
35 H 1.8470 -3.0314 -1.4772
36 H 2.6222 -1.4747 -3.2558
37 H 2.9031 -0.1810 -2.0886
38 H 3.9147 -1.6512 -2.0568
39 C 3.5551 -0.6181 0.7754
40 C 4.9159 -1.3080 0.7819
41 H 3.3934 -0.0932 1.7300
42 H 3.5216 0.1510 -0.0085
43 H 5.6956 -0.5522 0.9396
44 H 5.0053 -2.0412 1.5921
45 H 5.1378 -1.8028 -0.1717
46 Br -1.0901 -2.5928 1.8778
47 P -2.5856 -4.1447 -2.6576
48 C -0.7510 -4.2571 -2.5733
49 C -0.2864 -5.7042 -2.7567
50 H -0.4477 -3.8492 -1.5966
51 H -0.3603 -3.6153 -3.3769
52 H 0.7787 -5.7314 -3.0119
53 H -0.4306 -6.2881 -1.8401
54 H -0.8381 -6.2051 -3.5625
55 C -3.0412 -3.9355 -0.8915
56 C -4.4586 -4.4502 -0.6306
57 H -2.9324 -2.8717 -0.6370
58 H -2.3021 -4.5036 -0.3067
59 H -4.6034 -4.6143 0.4421
60 H -5.2134 -3.7328 -0.9712
61 H -4.6361 -5.4010 -1.1481
62 C -2.8446 -2.4605 -3.3559
63 C -3.0878 -2.5120 -4.8678
64 H -1.9583 -1.8585 -3.1071
65 H -3.7222 -2.0489 -2.8362
66 H -3.5354 -1.5727 -5.2090
67 H -2.1534 -2.6562 -5.4216
68 H -3.7704 -3.3260 -5.1405
69 C -1.1665 3.2476 2.1827
70 C 0.1154 2.8701 2.9308
71 C 0.3868 3.8441 4.0794
72 P 0.2102 1.0601 3.3914
73 C 1.6925 0.9405 4.5226
74 C 1.5077 1.3703 5.9799
75 C 2.2939 -0.4693 4.4847
76 C -1.3510 0.6471 4.3222
77 C -1.7684 1.5853 5.4539
78 C -2.5280 0.4498 3.3545
79 H -2.0432 3.2714 2.8429
80 H -1.3706 2.5861 1.3336
81 H -1.0396 4.2627 1.7783
82 H 0.9495 2.9588 2.2147
83 H -0.2955 3.7001 4.9268
84 H 1.4157 3.7647 4.4432
85 H 0.2369 4.8682 3.7086
86 H 2.4074 1.6377 4.0513
87 H 0.8478 0.6830 6.5251
88 H 2.4904 1.3398 6.4730
89 H 1.1355 2.3932 6.1018
90 H 2.4354 -0.8402 3.4600
91 H 3.2780 -0.4438 4.9689
92 H 1.6624 -1.1892 5.0224
93 H -1.1038 -0.3374 4.7573
94 H -2.0751 2.5743 5.0878
95 H -2.6449 1.1339 5.9421
96 H -0.9994 1.7099 6.2226
97 H -2.2926 -0.2826 2.5727
98 H -3.3773 0.0504 3.9252
99 H -2.8366 1.3940 2.8900

> Which value of charge does entry 1 give?

+1

> Among the records above, which one has the lowest total energy?

C34H59BBr3F4MgN7NaO13S3